[1]
The molecule C5H10O. Source: the Open Molecules 2025 dataset; level of theory: ωB97M-V/def2-TZVPD.

## Properties
**E_HOMO**: -0.370 Eh
**Structure (SMILES)**: CC[C@@]1(C)CO1
**2S+1**: 1
**Gap between HOMO and LUMO**: 11.070 eV

The geometry in XYZ format:
```
16
Properties=species:S:1:pos:R:3:forces:R:3:nbo_charge:R:1
O -0.11862 1.14126 -1.57510 -0.17 0.11 -0.16 -0.4975
C 1.13020 0.76056 -1.01924 0.30 -0.10 0.07 -0.1139
C 0.13234 -1.92344 0.30141 0.06 -0.04 0.01 -0.6004
C -0.78281 -0.77817 -0.12617 -0.02 0.08 -0.03 -0.4216
C -0.11031 0.58808 -0.25586 -0.07 -0.05 0.27 0.2071
C -0.41833 1.58410 0.83979 -0.02 0.03 0.00 -0.6256
H -0.43768 -2.85441 0.38682 0.08 0.12 0.00 0.2121
H 1.79999 1.58739 -0.77291 -0.13 -0.14 -0.01 0.1779
H -0.05930 2.57970 0.56392 0.01 -0.15 0.04 0.2223
H 0.59786 -1.72860 1.27319 -0.04 0.00 -0.11 0.2029
H -1.49768 1.64504 1.01597 0.13 -0.01 -0.05 0.2129
H 0.05985 1.28482 1.77922 -0.07 0.01 -0.10 0.2133
H 0.92996 -2.09183 -0.42888 -0.09 0.03 0.11 0.2026
H -1.60588 -0.69143 0.59441 0.11 0.01 -0.13 0.2039
H 1.61900 -0.09673 -1.48187 -0.14 0.11 0.01 0.1788
H -1.23860 -1.00636 -1.09471 0.07 0.00 0.08 0.2253
```
Positions in Å, forces in eV/Å.

[2]
A cluster of 3 separate species, C5H10O in total. Source: the Open Molecules 2025 dataset; level of theory: ωB97M-V/def2-TZVPD.

## Properties
**E_HOMO**: -0.348 Eh
**Structure (SMILES)**: CC1C=C1.[H][H].C=O
**2S+1**: 1
**Gap between HOMO and LUMO**: 10.228 eV

The geometry in XYZ format:
```
16
Properties=species:S:1:pos:R:3:forces:R:3:nbo_charge:R:1
O 1.49255 -1.62434 0.89651 0.39 0.11 -0.39 -0.5174
C 0.25206 0.66707 -1.21690 -0.08 0.30 -0.01 -0.2216
C -0.10935 1.47156 -0.26903 0.07 0.00 -0.28 -0.1645
C -1.17282 0.53332 -0.76276 -0.36 0.00 -0.11 -0.2256
C 2.07041 -0.89494 0.13093 -0.04 -0.31 0.24 0.2788
C -1.74910 -0.62433 0.04056 0.06 -0.01 0.01 -0.6297
H -1.04428 -1.06260 0.75309 -0.04 0.14 -0.18 0.2228
H 0.12437 2.31243 0.36614 -0.03 -0.14 -0.09 0.2256
H -2.09151 -1.42275 -0.62885 0.07 0.12 0.07 0.2073
H 0.99269 0.40041 -1.95484 -0.12 -0.03 0.10 0.2217
H -1.92266 0.97031 -1.42847 -0.01 -0.02 0.07 0.1697
H 2.39386 0.12696 0.40514 -0.03 -0.17 0.09 0.1211
H -2.62544 -0.27504 0.60105 0.15 -0.07 -0.06 0.2070
H 0.43104 0.67404 1.96298 0.01 -0.03 0.25 -0.0413
H 2.31497 -1.21364 -0.89924 0.02 -0.05 0.09 0.1135
H 0.64321 -0.03847 2.00368 -0.05 0.17 0.20 0.0325
```
Positions in Å, forces in eV/Å.

[3]
A cluster of 2 separate species, C5H10O in total. Source: the Open Molecules 2025 dataset; level of theory: ωB97M-V/def2-TZVPD.

## Properties
**E_HOMO**: -0.349 Eh
**Structure (SMILES)**: C=CCC.C=O
**2S+1**: 1
**Gap between HOMO and LUMO**: 10.192 eV

The geometry in XYZ format:
```
16
Properties=species:S:1:pos:R:3:forces:R:3:nbo_charge:R:1
O 1.73850 -2.14922 0.11281 -0.14 -0.12 0.56 -0.4922
C 0.69149 2.23591 -1.08426 -0.01 -0.10 0.06 -0.4078
C -1.68268 0.03620 0.33899 -0.04 -0.01 0.08 -0.5962
C 1.39604 -2.33729 1.25247 0.13 0.04 -0.34 0.2763
C 0.46239 1.10098 -0.43101 0.02 0.12 -0.06 -0.1575
C -0.61985 0.11224 -0.76204 0.03 0.01 -0.08 -0.4513
H -1.09085 0.38867 -1.71360 0.07 -0.03 0.14 0.2011
H 2.06757 -2.80989 1.99530 -0.03 0.04 -0.10 0.1106
H 1.48540 2.91702 -0.78905 -0.11 -0.12 -0.02 0.1977
H 0.09328 2.52485 -1.94693 0.07 -0.07 0.12 0.1885
H -2.18259 1.00260 0.46646 0.07 -0.14 -0.02 0.2081
H -2.44466 -0.71533 0.10536 0.11 0.10 0.03 0.2086
H 1.08847 0.84675 0.42707 -0.08 0.06 -0.12 0.1874
H -1.23416 -0.22996 1.30502 -0.07 0.05 -0.15 0.1912
H 0.39182 -2.04812 1.62092 0.08 -0.01 -0.09 0.1084
H -0.16019 -0.87541 -0.89750 -0.09 0.16 0.00 0.2271
```
Positions in Å, forces in eV/Å.

[4]
A structure of composition C5H10O. Source: the Open Molecules 2025 dataset; level of theory: ωB97M-V/def2-TZVPD.

## Properties
**E_HOMO (alpha / beta)**: -0.283 / -0.282 Eh
**2S+1**: 1
**Gap between HOMO and LUMO (alpha / beta)**: 7.508 / 7.425 eV

The geometry in XYZ format:
```
16
Properties=species:S:1:pos:R:3:forces:R:3:nbo_charge:R:1
O 0.75432 -1.46146 -0.30323 0.15 -0.18 -0.15 -0.4457
C 1.00332 -0.15564 0.50688 0.04 0.28 0.21 -0.0630
C 1.56836 1.02598 0.00323 0.07 -0.07 -0.09 -0.5715
C -0.52131 -0.25375 0.39512 -0.06 0.13 -0.23 0.2002
C -0.49039 -1.75396 0.32499 -0.16 -0.16 0.09 -0.1381
C -1.24415 0.42089 -0.72770 0.04 0.08 0.11 -0.7018
H -0.38502 -2.29929 1.26981 0.00 0.09 -0.13 0.1812
H 0.17734 1.64090 1.17843 -0.10 -0.08 0.00 0.0518
H -2.32239 0.26773 -0.60889 0.16 0.00 -0.01 0.2327
H -0.51238 1.22541 1.43632 0.04 0.02 -0.01 -0.0316
H -0.93987 -0.02269 -1.68665 -0.04 0.03 0.13 0.2375
H -1.18166 -2.24282 -0.36472 0.07 0.08 0.11 0.1944
H 1.29115 1.39127 -0.98162 0.02 -0.05 0.16 0.2012
H 1.37620 -0.46913 1.48519 -0.05 0.05 -0.14 0.2027
H 2.48393 1.41602 0.43363 -0.15 -0.08 -0.05 0.2123
H -1.02643 1.49137 -0.75744 -0.02 -0.15 0.01 0.2376
```
Positions in Å, forces in eV/Å.

[5]
A cluster of 2 separate species, C5H10O in total. Source: the Open Molecules 2025 dataset; level of theory: ωB97M-V/def2-TZVPD.

## Properties
**E_HOMO**: -0.344 Eh
**Structure (SMILES)**: C=C=O.CCC
**2S+1**: 1
**Gap between HOMO and LUMO**: 10.327 eV

The geometry in XYZ format:
```
16
Properties=species:S:1:pos:R:3:forces:R:3:nbo_charge:R:1
O 1.66675 1.76347 0.38918 0.31 -0.71 -0.75 -0.4639
C -0.97744 -0.04915 1.70700 -0.02 0.03 0.06 -0.6080
C 1.98421 0.98348 -0.41992 -0.15 0.52 0.49 0.7289
C -1.25163 0.01729 -0.81097 -0.03 0.02 -0.05 -0.6130
C -0.67587 -0.74411 0.38230 0.03 -0.05 0.00 -0.4008
C 2.34645 0.10447 -1.32554 -0.02 0.09 0.06 -0.7988
H -2.34385 0.06100 -0.73682 0.12 0.02 -0.05 0.2075
H 1.59296 -0.49702 -1.81890 0.10 0.14 0.11 0.2665
H -1.00118 -0.45819 -1.76696 -0.05 0.05 0.16 0.2035
H -0.88650 1.05209 -0.84419 -0.04 -0.17 0.03 0.2023
H -2.05934 0.04944 1.85393 0.14 0.00 0.00 0.1994
H -1.08705 -1.76164 0.39584 0.05 0.13 0.00 0.1972
H -0.54134 0.95652 1.72852 -0.08 -0.16 -0.01 0.2096
H -0.57053 -0.60815 2.55639 -0.07 0.08 -0.12 0.2088
H 0.40847 -0.85974 0.26910 -0.19 -0.03 0.05 0.1945
H 3.39589 -0.00975 -1.55897 -0.10 0.05 0.03 0.2662
```
Positions in Å, forces in eV/Å.

[6]
A cluster of 2 separate species, C5H10O in total. Source: the Open Molecules 2025 dataset; level of theory: ωB97M-V/def2-TZVPD.

## Properties
**E_HOMO**: -0.325 Eh
**Structure (SMILES)**: C=C(C)O.C=C
**2S+1**: 1
**Gap between HOMO and LUMO**: 9.782 eV

The geometry in XYZ format:
```
16
Properties=species:S:1:pos:R:3:forces:R:3:nbo_charge:R:1
O 0.37753 -0.96121 1.56111 0.22 -0.10 0.00 -0.6865
C 1.15066 -1.51484 -0.62393 -0.10 0.03 0.11 -0.5586
C -0.59979 2.24973 0.12046 0.19 0.01 -0.04 -0.4116
C 0.17578 -1.19243 0.23040 0.02 -0.14 -0.36 0.3552
C -1.26743 -1.04229 -0.13049 -0.02 -0.02 -0.01 -0.6654
C 0.61549 1.80657 -0.17868 -0.15 0.09 0.03 -0.3742
H -1.62801 -0.05988 0.18911 0.05 -0.19 -0.03 0.2338
H -1.86227 -1.80545 0.38117 0.06 0.06 -0.06 0.2246
H -1.30003 2.56482 -0.64964 0.12 -0.01 0.10 0.1936
H -1.40797 -1.13502 -1.20990 0.02 -0.03 0.17 0.2207
H -0.94994 2.29128 1.14955 0.07 0.01 -0.15 0.1968
H 0.96585 1.72751 -1.20427 -0.05 0.08 0.14 0.1956
H 0.93318 -1.66769 -1.67396 -0.03 0.00 0.16 0.2123
H 2.18402 -1.63792 -0.30656 -0.15 0.06 0.01 0.1942
H 1.29448 1.45904 0.59544 -0.08 0.13 -0.12 0.1924
H 1.31845 -1.08223 1.75020 -0.18 0.01 0.04 0.4771
```
Positions in Å, forces in eV/Å.

[7]
A structure of composition C5H10O. Source: the Open Molecules 2025 dataset; level of theory: ωB97M-V/def2-TZVPD.

## Properties
**E_HOMO**: -0.351 Eh
**2S+1**: 1
**Gap between HOMO and LUMO**: 10.425 eV

The geometry in XYZ format:
```
16
Properties=species:S:1:pos:R:3:forces:R:3:nbo_charge:R:1
O 0.34662 2.27300 -0.35143 -0.64 -0.60 0.38 -0.5383
C 0.01731 1.13030 -0.09621 -0.04 0.42 0.58 0.5502
C 2.16096 -0.43424 0.32453 0.28 0.45 -0.48 -0.6002
C -1.26723 0.73209 0.67175 -0.64 0.46 0.73 -0.5122
C 0.88313 -0.00737 -0.54545 1.41 -2.18 -0.12 -0.5209
C -1.91663 -0.67894 -0.27584 -0.02 0.91 -1.69 -0.6267
H 1.92312 -0.66225 1.39491 0.02 0.11 -0.98 0.2078
H -2.49998 -0.31245 -1.38668 2.44 -0.74 3.19 0.2251
H 1.21438 0.21245 -1.55874 0.30 0.37 0.03 0.2324
H 0.30073 -0.93011 -0.69231 0.58 0.75 0.29 0.2085
H -2.79036 -1.12078 0.18787 0.11 0.03 0.67 0.2100
H 2.70280 -1.34036 -0.14194 -1.08 1.41 0.68 0.2174
H -1.09940 -1.60449 -0.49241 -2.70 2.91 0.75 0.2193
H 2.89014 0.41706 0.32065 -0.57 -0.75 0.08 0.2175
H -2.03334 1.89393 0.73754 2.25 -4.19 -0.20 0.2604
H -0.83225 0.43218 1.90378 -1.71 0.65 -3.91 0.2500
```
Positions in Å, forces in eV/Å.

[8]
The molecule C5H10O. Source: the Open Molecules 2025 dataset; level of theory: ωB97M-V/def2-TZVPD.

## Properties
**E_HOMO**: -0.357 Eh
**Structure (SMILES)**: CC[C@@H](C)C=O
**2S+1**: 1
**Gap between HOMO and LUMO**: 10.759 eV

The geometry in XYZ format:
```
16
Properties=species:S:1:pos:R:3:forces:R:3:nbo_charge:R:1
O 0.22527 -1.63990 1.81501 0.13 0.32 -0.32 -0.5162
C 1.75570 0.72054 -0.43124 0.08 0.06 -0.05 -0.6080
C -1.98959 -0.49178 -0.22685 -0.03 -0.04 0.03 -0.6155
C 0.56271 -0.20323 -0.14000 0.04 -0.07 0.02 -0.3436
C -0.81146 0.47025 -0.37655 0.01 0.05 0.07 -0.3751
C 0.70586 -0.65613 1.31207 -0.22 -0.26 0.08 0.4600
H 2.50622 0.24554 -1.06645 -0.12 0.04 -0.01 0.2200
H 1.46341 1.66930 -0.88729 -0.05 -0.14 -0.06 0.2147
H -0.81945 0.90055 -1.38787 0.14 -0.10 0.18 0.2073
H -1.95715 -1.27159 -0.99748 0.03 0.12 0.13 0.2044
H -2.94759 0.03091 -0.32388 0.19 -0.04 0.01 0.2110
H -0.91950 1.32268 0.30773 0.01 -0.12 -0.02 0.1986
H 0.59034 -1.10456 -0.76734 0.04 0.12 0.15 0.2237
H 1.34672 0.03135 1.91390 -0.23 -0.13 0.13 0.0925
H 2.25819 0.96772 0.51089 0.03 0.11 -0.21 0.2032
H -1.96969 -0.99167 0.74536 -0.04 0.06 -0.12 0.2231
```
Positions in Å, forces in eV/Å.

Energy above the lowest of the compared OMol25 structures with the same formula, charge and spin
In order: 113.8 465.4 166.3 646.0 112.1 160.5 412.1 50.2
Unit: kJ/mol